C22H28N6 | ωB97M-V/def2-TZVPD

orbital gap	7.71	eV
molecular weight	376.51	g mol⁻¹
HOMO level	-0.274	Ha
DFT total energy	-1183.124859	a.u.

Atoms and positions in Å:
1 C -18.94 23.23 8.71
2 C -17.64 22.57 9.04
3 N -16.64 22.00 9.33
4 H -19.08 24.03 9.44
5 H -19.89 22.73 8.87
6 H -18.85 23.75 7.75
7 N -16.49 20.24 9.78
8 C -15.37 19.64 9.46
9 C -14.93 18.66 10.27
10 C -15.82 18.86 11.39
11 C -16.90 19.67 11.00
12 H -16.93 20.97 9.25
13 H -14.96 20.07 8.56
14 H -14.09 17.98 10.26
15 H -15.72 18.46 12.39
16 H -17.71 20.23 11.44
17 N -17.75 23.36 5.78
18 C -19.13 23.32 6.06
19 C -19.37 22.11 6.77
20 C -18.16 21.47 6.88
21 C -17.13 22.25 6.38
22 H -17.20 24.16 5.48
23 H -19.73 24.15 5.73
24 H -20.34 21.80 7.15
25 H -18.00 20.61 7.52
26 H -16.05 22.14 6.39
27 N -15.59 23.51 10.68
28 C -15.55 24.11 11.87
29 C -14.56 23.53 12.62
30 C -14.14 22.38 11.92
31 C -14.72 22.39 10.69
32 H -16.32 23.64 10.00
33 H -16.16 24.95 12.17
34 H -14.26 23.82 13.62
35 H -13.50 21.67 12.42
36 H -14.71 21.76 9.82
37 N -18.20 26.29 6.99
38 C -17.89 27.25 6.07
39 C -18.68 27.07 4.94
40 C -19.53 26.03 5.26
41 C -19.26 25.60 6.60
42 H -17.94 26.21 7.96
43 H -17.07 27.94 6.26
44 H -18.73 27.47 3.94
45 H -20.14 25.65 4.46
46 H -19.57 24.77 7.22
47 N -23.45 23.20 10.31
48 C -22.66 23.15 9.24
49 C -21.48 23.88 9.45
50 C -21.55 24.20 10.80
51 C -22.75 23.83 11.31
52 H -24.45 23.02 10.37
53 H -23.18 22.78 8.37
54 H -20.71 24.17 8.76
55 H -20.77 24.74 11.32
56 H -23.24 23.90 12.27

Mulliken population analysis, charges in e, atoms 1 to 4: atom 1 (C): -0.942, atom 2 (C): 0.159, atom 3 (N): -0.360, atom 4 (H): 0.480